# 1
One molecule with the formula C21H24N2O5S at a distorted geometry, computed with ωB97M-V with the def2-TZVPD basis set.

spin multiplicity	1
SMILES string	COc1ccc(/C=C/C(=O)Nc2cccc(S(=O)(=O)N3CCCC3)c2)cc1OC
electronic energy	-46218.2350	eV
relative energy (zero: lowest compared OMol25 entry of this formula, charge and spin)	301.02	kJ/mol
E_HOMO	-0.2993	Eh

Element x y z (Å)
C1 8.472 1.915 -0.171
O1 7.888 0.675 0.143
C2 6.539 0.561 0.089
C3 5.660 1.573 -0.264
C4 4.294 1.353 -0.287
C5 3.766 0.109 0.043
C6 2.348 -0.182 0.034
C7 1.355 0.685 -0.206
C8 -0.087 0.383 -0.160
O2 -0.914 1.242 0.070
N1 -0.405 -0.931 -0.417
C9 -1.668 -1.514 -0.437
C10 -1.823 -2.757 -1.056
C11 -3.060 -3.370 -1.109
C12 -4.169 -2.752 -0.549
C13 -4.004 -1.534 0.076
S1 -5.411 -0.688 0.794
O3 -6.591 -1.467 0.540
O4 -5.095 -0.363 2.158
N2 -5.439 0.688 -0.162
C14 -4.852 1.890 0.423
C15 -5.877 3.015 0.216
C16 -7.187 2.264 -0.015
C17 -6.706 1.035 -0.782
C18 -2.777 -0.909 0.150
C19 4.656 -0.917 0.397
C20 6.020 -0.713 0.425
O5 6.949 -1.650 0.756
C21 6.508 -2.937 1.107
H1 8.137 2.703 0.512
H2 9.545 1.771 -0.053
H3 8.258 2.212 -1.203
H4 6.034 2.550 -0.526
H5 3.642 2.164 -0.568
H6 2.108 -1.212 0.277
H7 1.558 1.732 -0.371
H8 0.344 -1.520 -0.753
H9 -0.963 -3.240 -1.500
H10 -3.161 -4.330 -1.593
H11 -5.150 -3.196 -0.582
H12 -4.670 1.702 1.484
H13 -3.898 2.107 -0.065
H14 -5.621 3.596 -0.671
H15 -5.919 3.686 1.071
H16 -7.620 1.954 0.937
H17 -7.921 2.847 -0.569
H18 -7.377 0.180 -0.717
H19 -6.525 1.278 -1.835
H20 -2.686 0.035 0.656
H21 4.250 -1.883 0.654
H22 5.864 -2.916 1.993
H23 7.409 -3.504 1.332
H24 5.975 -3.421 0.282

---

# 2
A 3-piece molecular cluster, C38H66F6N3O5 overall at a distorted geometry, computed with ωB97M-V with the def2-TZVPD basis set.

spin multiplicity	1
electronic energy	-71478.6754	eV
total charge	+1
E_HOMO	-0.3834	Eh

Element x y z (Å)
C1 -2.613 4.919 -1.334
C2 -2.879 3.647 -0.890
C3 -2.005 2.902 0.124
C4 -0.890 2.136 -0.717
C5 -1.081 2.129 -2.237
C6 0.060 1.228 -2.842
C7 0.487 1.777 -4.221
C8 1.141 0.654 -5.057
C9 2.240 -0.100 -4.267
C10 1.882 -1.586 -3.963
C11 1.941 -1.956 -2.454
C12 2.818 -3.215 -2.177
C13 3.954 -2.956 -1.179
O1 3.942 -3.975 -0.185
C14 5.067 -3.856 0.655
C15 -2.948 1.905 0.842
C16 -3.576 0.897 -0.110
C17 -3.623 -0.506 0.495
O2 -3.265 -0.778 1.616
O3 -4.133 -1.469 -0.349
C18 -3.908 2.576 1.872
C19 -5.419 2.385 1.628
F1 -6.042 3.193 2.575
F2 -5.820 2.884 0.435
C20 -5.976 0.996 1.901
C21 -6.782 0.443 0.942
C22 -7.295 -0.829 1.109
C23 -6.987 -1.510 2.254
C24 -6.187 -0.942 3.202
C25 -5.831 -1.739 4.451
F3 -5.097 -2.813 4.084
F4 -5.020 -1.014 5.248
F5 -6.893 -2.156 5.129
C26 -5.673 0.319 3.055
C27 -3.710 4.109 2.119
C28 -2.334 4.728 1.818
N1 -1.372 3.866 1.062
C29 -0.330 3.315 1.989
C30 -0.799 2.591 3.244
F6 -0.530 1.239 3.125
H1 -3.328 5.710 -1.105
H2 -1.720 5.185 -1.905
H3 -3.745 3.153 -1.330
H4 -0.912 1.100 -0.365
H5 0.096 2.573 -0.539
H6 -2.010 1.671 -2.575
H7 -0.928 3.106 -2.695
H8 0.881 1.133 -2.130
H9 -0.385 0.232 -2.950
H10 1.189 2.595 -4.040
H11 -0.429 2.126 -4.704
H12 1.615 1.156 -5.905
H13 0.366 -0.030 -5.405
H14 2.533 0.421 -3.354
H15 3.133 -0.120 -4.898
H16 2.543 -2.231 -4.551
H17 0.871 -1.785 -4.331
H18 0.919 -2.157 -2.123
H19 2.329 -1.102 -1.893
H20 2.155 -3.999 -1.805
H21 3.249 -3.583 -3.109
H22 3.873 -1.977 -0.688
H23 4.905 -3.051 -1.720
H24 5.180 -4.767 1.244
H25 4.949 -3.014 1.352
H26 5.993 -3.715 0.082
H27 -2.241 1.303 1.431
H28 -4.594 1.124 -0.429
H29 -3.020 0.762 -1.041
H30 -5.087 -1.316 -0.413
H31 -3.728 2.101 2.836
H32 -7.016 0.979 0.031
H33 -7.912 -1.245 0.323
H34 -7.373 -2.518 2.357
H35 -5.020 0.790 3.773
H36 -4.435 4.625 1.487
H37 -3.972 4.346 3.147
H38 -1.885 5.082 2.746
H39 -2.489 5.630 1.230
H40 -0.862 4.517 0.458
H41 0.412 2.684 1.502
H42 0.247 4.181 2.323
H43 -0.162 2.928 4.072
H44 -1.828 2.759 3.562
C31 1.325 0.818 5.598
C32 2.360 1.816 6.100
C33 2.892 1.523 7.510
O4 1.999 1.840 8.559
C34 0.978 0.885 8.791
N2 1.786 3.168 6.002
H45 0.337 0.994 6.025
H46 1.224 0.906 4.519
H47 1.613 -0.210 5.822
H48 3.215 1.761 5.420
H49 3.767 2.157 7.675
H50 3.237 0.484 7.597
H51 1.331 -0.136 8.624
H52 0.105 1.087 8.166
H53 0.666 0.980 9.831
H54 2.507 3.850 6.222
H55 1.119 3.267 6.764
C35 5.978 -5.864 -7.796
C36 6.300 -5.782 -6.307
C37 5.079 -5.495 -5.420
O5 4.620 -4.154 -5.450
C38 3.831 -3.813 -6.576
N3 7.367 -4.796 -6.107
H56 5.856 -4.881 -8.249
H57 6.790 -6.358 -8.329
H58 5.066 -6.439 -7.973
H59 6.687 -6.761 -6.007
H60 5.371 -5.676 -4.382
H61 4.255 -6.187 -5.639
H62 3.197 -4.642 -6.901
H63 4.463 -3.474 -7.399
H64 3.192 -2.978 -6.291
H65 7.666 -4.822 -5.136
H66 6.953 -3.872 -6.210

---

# 3
One molecule with the formula C4H6O2 at a distorted geometry, computed with ωB97M-V with the def2-TZVPD basis set.

spin multiplicity	1
SMILES string	C=C=CC(O)O
electronic energy	-8336.5817	eV
relative energy (zero: lowest compared OMol25 entry of this formula, charge and spin)	374.31	kJ/mol
E_HOMO	-0.3085	Eh

Element x y z (Å)
C1 2.498 0.329 0.035
C2 1.197 0.414 -0.034
C3 -0.056 0.662 -0.350
C4 -1.029 -0.295 0.224
O1 -2.149 0.342 0.762
O2 -1.458 -1.222 -0.737
H1 3.105 1.222 0.129
H2 2.998 -0.631 -0.015
H3 -0.378 1.611 -0.762
H4 -0.307 -0.819 0.984
H5 -2.766 0.427 0.017
H6 -1.655 -2.040 -0.255

---

# 4
C22H30Br4Cl2N2O2PbSeSi3 as an isolated structure at a distorted geometry, computed with ωB97M-V with the def2-TZVPD basis set.

spin multiplicity	1
electronic energy	-429823.7289	eV
total charge	-2
relative energy (zero: lowest compared OMol25 entry of this formula, charge and spin)	151.43	kJ/mol
E_HOMO	-0.0579	Eh

Element x y z (Å)
Pb1 -1.186 -1.076 0.307
Br1 -7.830 1.138 -1.843
C1 -6.306 0.807 -0.758
C2 -6.427 0.733 0.612
Br2 -8.132 0.903 1.427
C3 -5.290 0.483 1.384
Br3 -5.440 0.402 3.284
C4 -4.036 0.243 0.835
O1 -3.004 -0.010 1.578
C5 -3.917 0.273 -0.610
O2 -2.800 -0.006 -1.185
C6 -5.057 0.602 -1.341
Br4 -4.850 0.692 -3.233
C7 1.878 2.078 1.262
Si1 1.374 1.666 -0.552
C8 -0.111 2.805 -0.956
C9 2.824 2.309 -1.646
C10 1.053 -0.183 -0.786
Si2 0.802 -0.723 -2.588
C11 2.466 -1.035 -3.509
C12 -0.208 -2.336 -2.771
C13 -0.155 0.556 -3.635
Si3 2.267 -1.256 0.158
C14 4.130 -0.757 0.073
C15 2.361 -3.127 -0.216
C16 1.744 -1.165 2.006
C17 2.641 -1.360 3.051
C18 2.216 -1.264 4.361
C19 0.880 -0.987 4.605
C20 0.039 -0.821 3.517
N1 0.462 -0.905 2.268
H1 2.023 3.145 1.428
H2 2.799 1.580 1.548
H3 1.110 1.733 1.948
H4 -0.009 3.815 -0.558
H5 -1.021 2.376 -0.552
H6 -0.256 2.888 -2.027
H7 3.028 3.370 -1.525
H8 2.590 2.139 -2.692
H9 3.737 1.767 -1.427
H10 3.025 -1.840 -3.047
H11 3.094 -0.151 -3.483
H12 2.315 -1.300 -4.551
H13 0.154 -3.142 -2.140
H14 -0.214 -2.696 -3.797
H15 -1.243 -2.142 -2.500
H16 0.382 1.493 -3.739
H17 -1.102 0.761 -3.151
H18 -0.373 0.181 -4.631
H19 4.405 -0.669 -0.973
H20 4.795 -1.493 0.519
H21 4.329 0.201 0.543
H22 2.692 -3.313 -1.231
H23 1.394 -3.600 -0.105
H24 3.044 -3.641 0.455
H25 3.673 -1.578 2.819
H26 2.912 -1.396 5.182
H27 0.501 -0.897 5.612
H28 -1.012 -0.602 3.645
Se1 -1.121 -3.973 1.402
C21 -0.911 -5.033 -0.015
N2 -0.765 -5.750 -0.908
Cl1 -1.807 5.386 2.265
C22 -1.136 3.796 2.632
Cl2 -2.262 2.472 2.224
H29 -0.919 3.776 3.699
H30 -0.239 3.658 2.031

---

# 5
C7H13BrF5N2O6S2 as an isolated structure at a distorted geometry, computed with ωB97M-V with the def2-TZVPD basis set.

spin multiplicity	1
electronic energy	-128019.1752	eV
total charge	+1
E_HOMO	-0.4772	Eh

Element x y z (Å)
C1 1.202 0.220 2.536
C2 -0.144 -0.172 1.874
C3 -0.595 -1.582 2.292
Br1 -2.432 -1.511 2.952
S1 -0.661 -2.781 0.900
S2 1.139 -2.757 -0.278
O1 0.981 -3.828 -1.171
O2 2.322 -2.862 0.468
C4 1.067 -1.214 -1.332
F1 1.799 -0.315 -0.754
F2 -0.172 -0.845 -1.497
C5 1.675 -1.480 -2.750
F3 2.847 -1.997 -2.667
F4 1.753 -0.313 -3.319
F5 0.895 -2.204 -3.462
H1 1.982 0.399 1.807
H2 1.084 1.144 3.089
H3 1.507 -0.527 3.260
H4 -0.875 0.511 2.283
H5 -0.142 -0.001 0.802
H6 0.041 -2.000 3.057
H7 -0.644 -4.007 1.491
C6 2.919 2.038 -4.805
N1 2.923 3.520 -4.652
O3 1.924 4.037 -4.186
O4 3.927 4.102 -5.003
H8 1.968 1.662 -4.456
H9 3.061 1.816 -5.859
H10 3.738 1.646 -4.210
C7 -5.502 1.413 2.941
N2 -4.386 1.229 3.913
O5 -3.472 2.028 3.882
O6 -4.469 0.282 4.674
H11 -5.292 2.286 2.335
H12 -5.554 0.516 2.329
H13 -6.415 1.546 3.514

---

# 6
C9H14GdN2P as an isolated structure at a distorted geometry, computed with ωB97M-V with the def2-TZVPD basis set.

spin multiplicity	8
electronic energy	-42657.7561	eV
relative energy (zero: lowest compared OMol25 entry of this formula, charge and spin)	0.00	kJ/mol
E_HOMO (spin up / spin down)	-0.1743 / -0.2128	Eh

Element x y z (Å)
C1 1.815 1.596 -1.359
C2 1.678 1.774 -2.832
C3 0.308 1.979 -3.134
C4 -0.347 2.275 -1.897
C5 0.542 1.935 -0.778
Gd1 1.364 -0.549 0.973
P1 3.023 0.688 2.843
H1 2.707 1.665 -0.720
H2 2.414 1.624 -3.616
H3 -0.154 1.887 -4.132
H4 0.477 2.276 0.263
H5 -1.362 2.649 -1.866
H6 2.844 1.845 3.646
H7 4.405 0.869 2.535
H8 3.157 -0.338 3.861
C6 -2.516 -0.957 -1.026
C7 -1.865 -1.491 0.165
N1 -0.690 -1.173 0.755
C8 -0.574 -2.043 1.882
C9 -1.663 -2.880 1.907
N2 -2.439 -2.508 0.819
H9 -2.539 -1.741 -1.805
H10 -3.571 -0.725 -0.784
H11 -1.995 -0.064 -1.388
H12 0.283 -1.975 2.574
H13 -1.938 -3.699 2.573
H14 -3.363 -2.918 0.541

---

# 7
C33H31N2O2P2Re as an isolated structure at a distorted geometry, computed with ωB97M-V with the def2-TZVPD basis set.

spin multiplicity	2
electronic energy	-62500.7641	eV
total charge	+1
relative energy (zero: lowest compared OMol25 entry of this formula, charge and spin)	287.47	kJ/mol
E_HOMO (spin up / spin down)	-0.4248 / -0.3974	Eh

Element x y z (Å)
Re1 -0.958 -0.929 -0.455
C1 0.773 0.016 2.764
N1 0.687 0.833 1.544
P1 1.253 -0.078 0.167
C2 1.855 1.214 -0.946
C3 1.485 1.119 -2.285
C4 1.864 2.104 -3.177
C5 2.621 3.176 -2.732
C6 2.985 3.272 -1.398
C7 2.603 2.296 -0.495
C8 2.646 -1.085 0.750
C9 3.891 -0.562 1.084
C10 4.886 -1.416 1.525
C11 4.657 -2.783 1.601
C12 3.420 -3.305 1.255
C13 2.410 -2.456 0.844
P2 -0.990 1.066 1.009
C14 -0.816 2.486 -0.112
C15 -1.397 2.395 -1.373
C16 -1.383 3.491 -2.217
C17 -0.779 4.667 -1.803
C18 -0.192 4.755 -0.550
C19 -0.214 3.668 0.303
C20 -1.937 1.795 2.367
C21 -3.321 1.710 2.228
C22 -4.144 2.327 3.152
C23 -3.587 2.998 4.228
C24 -2.209 3.072 4.368
C25 -1.375 2.490 3.432
H1 1.804 0.034 3.115
H2 0.485 -1.030 2.594
H3 0.124 0.424 3.537
H4 0.881 0.273 -2.602
H5 1.561 2.040 -4.210
H6 2.917 3.951 -3.420
H7 3.561 4.118 -1.058
H8 2.854 2.387 0.554
H9 4.078 0.498 1.002
H10 5.849 -1.016 1.808
H11 5.449 -3.437 1.933
H12 3.247 -4.369 1.304
H13 1.423 -2.828 0.583
H14 -1.867 1.463 -1.686
H15 -1.851 3.438 -3.188
H16 -0.775 5.525 -2.459
H17 0.266 5.679 -0.229
H18 0.233 3.725 1.284
H19 -3.756 1.169 1.399
H20 -5.214 2.270 3.028
H21 -4.220 3.468 4.965
H22 -1.777 3.590 5.212
H23 -0.304 2.576 3.536
C26 -3.552 -2.960 0.384
C27 -3.864 -1.476 0.195
O1 -4.908 -0.980 0.542
O2 -2.906 -0.795 -0.367
H24 -4.166 -3.362 1.187
H25 -2.484 -3.103 0.594
H26 -3.798 -3.480 -0.541
N2 -0.588 -2.317 -1.550
C28 -0.435 -3.446 -2.190
C29 -1.504 -3.951 -2.988
C30 -1.392 -5.172 -3.603
C31 -0.240 -5.939 -3.463
C32 0.835 -5.440 -2.737
C33 0.756 -4.219 -2.115
H27 -2.396 -3.351 -3.085
H28 -2.210 -5.544 -4.199
H29 -0.185 -6.907 -3.931
H30 1.742 -6.019 -2.654
H31 1.593 -3.823 -1.557

---

# 8
One molecule with the formula C5H7ClFN at a distorted geometry, computed with ωB97M-V with the def2-TZVPD basis set.

spin multiplicity	1
SMILES string	C=C(F)[C@]1(Cl)C[C@@H]1N
electronic energy	-22026.7521	eV
relative energy (zero: lowest compared OMol25 entry of this formula, charge and spin)	149.29	kJ/mol
E_HOMO	-0.3411	Eh

Element x y z (Å)
C1 -0.370 -1.633 -1.737
C2 -0.627 -0.916 -0.677
F1 -1.872 -0.432 -0.508
C3 0.227 -0.588 0.534
Cl1 1.508 -1.809 0.750
C4 -0.256 0.200 1.652
C5 0.644 0.970 0.661
N1 0.099 1.894 -0.306
H1 -1.196 -1.755 -2.478
H2 0.617 -2.046 -1.893
H3 -1.342 0.397 1.654
H4 0.082 -0.022 2.668
H5 1.679 1.082 0.901
H6 0.198 2.889 -0.041
H7 0.610 1.769 -1.179